A cluster of 15 separate species, C54H138O15 in total, computed with ωB97M-V with the def2-TZVPD basis set.

Last column: Löwdin charge in e.
CARTESIAN COORDINATES (ANGSTROEM)
C -5.435 4.811 1.546  -0.072
C -3.970 4.997 1.217  -0.285
O -3.202 3.863 1.595  -0.160
C -1.830 3.860 1.162  -0.281
C -1.202 2.696 1.827  -0.075
H -5.547 4.529 2.593  0.080
H -6.053 5.669 1.279  0.078
H -5.883 4.054 0.903  0.063
H -3.909 5.176 0.144  0.107
H -3.560 5.809 1.817  0.119
H -1.771 3.714 0.084  0.097
H -1.309 4.800 1.343  0.118
H -1.839 1.856 1.551  0.078
H -1.157 2.776 2.913  0.080
H -0.188 2.490 1.487  0.057
C 4.700 -1.680 4.404  -0.068
C 3.977 -2.931 3.917  -0.268
O 3.906 -2.834 2.518  -0.163
C 3.448 -3.998 1.974  -0.305
C 3.751 -3.918 0.479  -0.061
H 4.332 -0.790 3.894  0.063
H 4.558 -1.496 5.469  0.072
H 5.773 -1.700 4.212  0.076
H 4.591 -3.767 4.252  0.124
H 2.956 -2.905 4.297  0.093
H 3.961 -4.838 2.443  0.121
H 2.368 -4.003 2.125  0.113
H 3.414 -4.861 0.049  0.073
H 4.787 -3.796 0.164  0.079
H 3.202 -3.075 0.057  0.048
C 4.406 -1.218 -2.997  -0.057
C 3.329 -2.139 -3.571  -0.220
O 2.388 -2.429 -2.490  -0.183
C 1.295 -3.243 -2.822  -0.309
C 0.374 -3.292 -1.638  -0.067
H 3.954 -0.301 -2.620  0.064
H 4.902 -1.691 -2.150  0.076
H 5.072 -0.919 -3.806  0.082
H 2.796 -1.578 -4.339  0.099
H 3.638 -3.093 -3.999  0.117
H 0.701 -2.838 -3.641  0.098
H 1.635 -4.242 -3.094  0.121
H 0.993 -3.500 -0.766  0.075
H -0.376 -4.076 -1.735  0.064
H -0.154 -2.366 -1.411  0.067
C -2.573 0.219 4.505  -0.063
C -3.007 -0.871 5.526  -0.251
O -2.017 -1.091 6.504  -0.158
C -2.155 -2.230 7.310  -0.308
C -1.043 -2.330 8.263  -0.072
H -2.091 1.120 4.886  0.068
H -1.809 -0.193 3.846  0.052
H -3.415 0.483 3.864  0.070
H -3.879 -0.530 6.085  0.115
H -3.319 -1.745 4.955  0.105
H -3.078 -2.142 7.883  0.123
H -2.177 -3.181 6.778  0.110
H -1.204 -3.167 8.942  0.088
H -1.027 -1.477 8.941  0.072
H -0.092 -2.445 7.742  0.070
C 1.088 -0.289 1.865  -0.040
C 1.342 0.079 0.404  -0.279
O 0.178 0.323 -0.309  -0.167
C 0.414 0.654 -1.665  -0.272
C -0.950 0.782 -2.224  -0.066
H 2.037 -0.349 2.399  0.073
H 0.438 0.483 2.276  0.054
H 0.642 -1.278 1.972  0.061
H 2.031 0.922 0.345  0.105
H 1.889 -0.749 -0.046  0.107
H 0.920 1.606 -1.821  0.111
H 0.935 -0.169 -2.154  0.111
H -1.550 -0.109 -2.043  0.065
H -0.892 0.998 -3.291  0.058
H -1.401 1.647 -1.737  0.075
C 5.219 3.600 -8.199  -0.079
C 4.014 4.068 -7.400  -0.282
O 3.778 3.011 -6.492  -0.147
C 2.567 3.104 -5.808  -0.285
C 2.528 1.911 -4.847  -0.066
H 4.979 2.631 -8.637  0.076
H 5.590 4.271 -8.975  0.076
H 6.047 3.441 -7.508  0.076
H 4.259 5.030 -6.950  0.118
H 3.196 4.243 -8.098  0.116
H 2.534 4.027 -5.231  0.109
H 1.679 3.119 -6.439  0.106
H 1.540 1.755 -4.413  0.050
H 3.183 1.974 -3.978  0.071
H 2.780 1.024 -5.429  0.069
C -4.557 2.317 -1.645  -0.038
C -4.349 1.765 -3.083  -0.291
O -5.102 2.554 -3.927  -0.159
C -5.525 1.890 -5.120  -0.280
C -6.282 2.902 -5.939  -0.069
H -3.860 1.792 -0.991  0.057
H -4.355 3.386 -1.585  0.071
H -5.579 2.128 -1.317  0.079
H -3.323 1.912 -3.423  0.095
H -4.629 0.716 -3.178  0.107
H -4.695 1.450 -5.673  0.103
H -6.105 0.998 -4.882  0.110
H -7.048 3.499 -5.443  0.083
H -6.791 2.408 -6.767  0.075
H -5.565 3.594 -6.380  0.073
C -1.025 3.975 -4.827  -0.056
C -1.385 2.972 -5.940  -0.234
O -0.910 1.676 -5.576  -0.191
C -1.031 0.814 -6.630  -0.309
C -0.219 -0.424 -6.198  -0.052
H 0.032 3.896 -4.574  0.053
H -1.206 5.015 -5.101  0.086
H -1.543 3.803 -3.883  0.059
H -2.414 3.003 -6.300  0.119
H -0.714 3.283 -6.741  0.105
H -2.076 0.565 -6.811  0.111
H -0.611 1.183 -7.566  0.123
H 0.797 -0.046 -6.085  0.057
H -0.191 -1.246 -6.914  0.075
H -0.561 -0.751 -5.216  0.048
C -3.167 -2.403 -3.802  -0.008
C -2.738 -3.881 -3.902  -0.134
O -3.309 -4.428 -5.090  0.115
C -3.107 -5.836 -5.314  -0.144
C -3.858 -6.278 -6.571  -0.037
H -2.966 -2.037 -2.795  0.076
H -2.640 -1.711 -4.459  0.078
H -4.243 -2.297 -3.938  0.095
H -1.654 -3.982 -3.850  0.148
H -3.043 -4.509 -3.066  0.164
H -2.049 -6.075 -5.421  0.161
H -3.469 -6.371 -4.436  0.158
H -4.933 -6.128 -6.468  0.091
H -3.755 -7.337 -6.807  0.098
H -3.585 -5.718 -7.466  0.092
C -0.665 -7.603 2.018  -0.068
C -0.979 -6.915 3.394  -0.254
O -0.246 -5.672 3.386  -0.169
C -0.573 -5.008 4.575  -0.303
C 0.479 -3.933 4.843  -0.055
H -0.877 -6.967 1.158  0.058
H 0.388 -7.885 2.032  0.070
H -1.269 -8.505 1.918  0.067
H -2.056 -6.750 3.425  0.110
H -0.709 -7.616 4.184  0.116
H -1.538 -4.528 4.410  0.099
H -0.595 -5.668 5.443  0.122
H 0.213 -3.373 5.739  0.050
H 0.625 -3.233 4.020  0.063
H 1.427 -4.459 4.962  0.079
C 1.016 0.552 10.527  -0.102
C 0.464 1.068 9.275  -0.272
O 1.037 0.318 8.178  -0.173
C 0.661 0.761 6.914  -0.263
C 1.144 -0.225 5.763  -0.032
H 2.100 0.518 10.416  0.082
H 0.860 1.212 11.380  0.081
H 0.764 -0.439 10.906  0.078
H -0.590 0.796 9.333  0.114
H 0.761 2.110 9.162  0.128
H -0.416 0.926 6.909  0.098
H 1.138 1.726 6.745  0.097
H 0.735 -1.232 5.852  0.036
H 2.230 -0.318 5.763  0.061
H 0.858 0.204 4.803  0.046
C 0.100 5.515 -1.497  -0.020
C 1.124 4.559 -0.773  -0.418
C 2.368 4.279 -1.663  -0.031
O 1.671 5.294 0.295  -0.074
H -0.212 5.102 -2.456  0.048
H 0.421 6.535 -1.704  0.084
H -0.766 5.641 -0.848  0.059
H 0.640 3.636 -0.451  0.118
H 3.058 3.558 -1.225  0.070
H 2.950 5.193 -1.786  0.086
H 2.097 4.031 -2.689  0.055
H 2.134 6.069 -0.031  0.107
C -2.734 -1.231 0.792  -0.043
C -2.829 -2.741 0.629  -0.467
C -2.140 -3.530 1.756  -0.032
O -4.230 -3.077 0.586  -0.069
H -3.358 -0.794 0.012  0.072
H -1.691 -0.934 0.688  0.065
H -3.225 -0.807 1.668  0.074
H -2.444 -3.061 -0.339  0.104
H -2.529 -3.128 2.692  0.071
H -1.102 -3.198 1.771  0.073
H -2.228 -4.617 1.761  0.077
H -4.610 -2.820 1.429  0.083
C 6.434 2.056 -0.670  -0.058
C 5.298 1.952 0.447  -0.341
O 5.401 2.896 1.422  -0.064
H 6.444 1.229 -1.379  0.049
H 7.418 1.978 -0.209  0.066
H 6.374 2.964 -1.271  0.059
H 5.459 0.955 0.858  0.100
H 4.269 1.987 0.088  0.079
H 4.505 3.129 1.674  0.035
C 2.852 2.751 4.320  -0.064
C 2.198 3.674 3.306  -0.319
O 2.620 3.337 2.029  -0.083
H 3.928 2.736 4.150  0.078
H 2.501 1.733 4.146  0.050
H 2.784 3.028 5.372  0.076
H 2.532 4.664 3.618  0.118
H 1.112 3.670 3.400  0.101
H 2.411 4.123 1.519  0.046

Summary:
Orbital gap (alpha / beta): 7.792 / 1.511 eV
Charge: +1
Multiplicity: 2
HOMO level (alpha / beta): -10.479 / -10.479 eV
⟨S²⟩: 0.754